# 1
This record from the Open Molecules 2025 dataset describes C24H32N2O7 in the gas phase. The level of theory is the ωB97M-V functional and the def2-TZVPD basis.

The LUMO energy comes out at 0.020 Ha. Its total charge is 0. The value obtained for the energy above the lowest of the compared OMol25 structures with the same formula, charge and spin is 0.0 kJ/mol. For the HOMO energy, the calculation gives -8.17 eV.

CARTESIAN COORDINATES (ANGSTROEM)
C -0.054 -0.953 -0.110
O -0.619 0.332 -0.323
C -1.128 0.954 0.739
O -1.172 0.473 1.841
C -1.570 2.383 0.413
C -0.369 3.282 0.803
C 0.908 2.770 0.238
C 1.837 1.909 0.741
C 2.782 1.763 -0.313
C 4.003 0.973 -0.347
C 5.034 1.353 -1.204
C 6.216 0.652 -1.260
C 6.396 -0.469 -0.450
O 7.597 -1.096 -0.560
C 7.850 -2.233 0.228
C 5.372 -0.877 0.397
C 4.178 -0.168 0.453
O 3.126 -0.539 1.237
C 3.245 -1.669 2.068
N 2.419 2.500 -1.339
O 1.263 3.121 -1.011
C -1.922 2.544 -1.068
C -3.011 1.537 -1.466
N -3.854 1.241 -0.328
C -4.262 -0.001 0.031
O -4.946 -0.212 1.007
O -3.841 -0.929 -0.849
C -4.228 -2.313 -0.684
C -3.553 -3.026 -1.858
C -3.713 -2.866 0.644
C -5.748 -2.452 -0.779
C -4.089 2.355 0.559
C -2.788 2.744 1.279
H 0.988 -0.844 0.199
H -0.113 -1.481 -1.059
H -0.609 -1.482 0.668
H -0.286 3.301 1.890
H -0.551 4.293 0.435
H 1.854 1.453 1.707
H 4.878 2.221 -1.824
H 7.017 0.950 -1.917
H 7.152 -3.046 0.000
H 8.860 -2.549 -0.027
H 7.804 -2.002 1.297
H 5.501 -1.751 1.013
H 3.400 -2.583 1.486
H 2.297 -1.739 2.601
H 4.056 -1.552 2.793
H -1.043 2.396 -1.692
H -2.276 3.566 -1.220
H -3.625 1.952 -2.276
H -2.565 0.608 -1.817
H -2.475 -2.902 -1.800
H -3.790 -4.086 -1.834
H -3.900 -2.605 -2.798
H -2.633 -2.748 0.707
H -3.956 -3.923 0.719
H -4.172 -2.335 1.473
H -6.024 -3.502 -0.747
H -6.104 -2.020 -1.712
H -6.220 -1.935 0.052
H -4.466 3.191 -0.038
H -4.854 2.057 1.276
H -2.706 2.204 2.223
H -2.795 3.814 1.493

# 2
This record from the Open Molecules 2025 dataset describes 2 unconnected molecules or ions with the total composition C8H20ClNO. The level of theory is the ωB97M-V functional and the def2-TZVPD basis.

The LUMO energy (alpha / beta) comes out at -0.083 / -0.247 Ha. Its total charge is +1. For the HOMO energy (alpha / beta), the calculation gives -13.64 / -13.64 eV. As for the spin multiplicity: 2.

CARTESIAN COORDINATES (ANGSTROEM)
Cl 1.861 -5.268 -0.020
C 0.849 2.549 -0.162
C 0.688 1.298 -1.064
N 0.612 -0.032 -0.289
C 0.332 -1.238 -1.268
C 2.042 -0.308 0.249
C 2.366 -1.502 1.173
C -0.360 -0.067 0.875
C -1.778 0.506 0.708
O -2.476 -0.196 -0.246
C -3.830 0.195 -0.347
H 1.797 2.576 0.376
H 0.024 2.631 0.547
H 0.822 3.485 -0.720
H 1.321 1.318 -1.952
H -0.331 1.374 -1.445
H -0.685 -1.040 -1.607
H 0.466 -2.161 -0.705
H 0.991 -1.176 -2.134
H 2.403 0.628 0.675
H 2.663 -0.386 -0.643
H 1.629 -1.707 1.948
H 3.327 -1.288 1.640
H 2.436 -2.483 0.702
H 0.115 0.458 1.704
H -0.448 -1.127 1.113
H -1.688 1.580 0.543
H -2.349 0.416 1.633
H -3.959 1.146 -0.863
H -4.415 0.269 0.570
H -4.426 -0.451 -0.992

# 3
This record from the Open Molecules 2025 dataset describes a molecular structure, C13H20NO4SeV. The level of theory is the ωB97M-V functional and the def2-TZVPD basis.

The LUMO energy (alpha / beta) comes out at -0.280 / -0.369 Ha. Its total charge is +2. The value obtained for the energy above the lowest of the compared OMol25 structures with the same formula, charge and spin is 12.8 kJ/mol. For the HOMO energy (alpha / beta), the calculation gives -15.47 / -15.45 eV. As for the spin multiplicity: 3.

CARTESIAN COORDINATES (ANGSTROEM)
V -0.485 -0.402 0.247
C -2.597 -2.287 -0.277
C -3.204 -1.794 1.015
O -2.415 -0.667 1.475
C -1.891 -0.862 2.810
C -1.211 0.408 3.196
O -0.078 0.592 2.309
C 0.305 1.975 2.143
C -0.169 2.493 0.767
O -1.037 1.472 0.207
C -0.866 1.004 -1.109
C -0.330 -1.825 -1.196
O -1.147 -2.179 -0.105
H -2.890 -1.665 -1.123
H -2.856 -3.322 -0.481
H -3.216 -2.572 1.776
H -4.225 -1.463 0.837
H -1.190 -1.705 2.816
H -2.700 -1.074 3.509
H -0.863 0.351 4.227
H -1.901 1.245 3.085
H 1.390 2.020 2.211
H -0.106 2.565 2.957
H 0.668 2.650 0.090
H -0.751 3.407 0.836
H -0.065 1.467 -1.678
H -1.809 0.953 -1.644
H 0.535 -2.468 -1.296
H -0.850 -1.653 -2.132
Se 1.928 -0.334 0.295
C 2.748 0.106 -1.379
C 3.237 -0.949 -2.130
C 3.854 -0.628 -3.337
N 4.010 0.621 -3.764
C 3.556 1.617 -3.008
C 2.905 1.414 -1.795
H 3.175 -1.978 -1.799
H 4.249 -1.414 -3.969
H 3.719 2.620 -3.381
H 2.574 2.260 -1.207

# 4
This record from the Open Molecules 2025 dataset describes a gas-phase ion, C2H3N4 (charge +1). The level of theory is the ωB97M-V functional and the def2-TZVPD basis.

The LUMO energy comes out at -0.259 Ha. Its total charge is +1. The value obtained for the energy above the lowest of the compared OMol25 structures with the same formula, charge and spin is 58.9 kJ/mol. For the HOMO energy, the calculation gives -16.23 eV.

CARTESIAN COORDINATES (ANGSTROEM)
H 1.033 -2.117 -0.058
N 0.493 -1.263 -0.080
C 0.898 -0.079 0.081
C -0.015 1.105 -0.050
N -1.295 1.176 -0.031
N -1.937 0.010 0.070
N -1.592 -1.077 -0.002
H 1.941 0.188 0.273
H 0.476 2.058 -0.203

# 5
This record from the Open Molecules 2025 dataset describes C5H6N2O in the gas phase. The level of theory is the ωB97M-V functional and the def2-TZVPD basis.

The LUMO energy comes out at 0.024 Ha. Its total charge is 0. The value obtained for the energy above the lowest of the compared OMol25 structures with the same formula, charge and spin is 714.2 kJ/mol. For the HOMO energy, the calculation gives -9.18 eV.

CARTESIAN COORDINATES (ANGSTROEM)
C 0.325 1.630 -0.157
N -0.926 1.379 -0.362
N -1.312 0.047 -0.587
C -1.261 -0.694 0.716
C -0.400 -1.126 -0.410
C 0.983 -0.654 -0.571
O 2.289 -0.364 0.041
C 1.247 0.558 0.331
H 0.437 2.745 -0.132
H -0.695 0.064 1.304
H -2.055 -1.444 1.213
H -0.770 -1.922 -1.099
H 1.281 -0.629 -1.709
H 0.858 0.412 1.423

# 6
This record from the Open Molecules 2025 dataset describes 7 unconnected molecules or ions with the total composition C16H50N4O7. The level of theory is the ωB97M-V functional and the def2-TZVPD basis.

The LUMO energy comes out at 0.028 Ha. Its total charge is 0. The value obtained for the energy above the lowest of the compared OMol25 structures with the same formula, charge and spin is 122.2 kJ/mol. For the HOMO energy, the calculation gives -9.24 eV.

CARTESIAN COORDINATES (ANGSTROEM)
C 2.945 -2.719 -0.373
O 2.359 -1.466 -0.018
C 3.061 -0.369 -0.575
C 4.026 0.128 0.509
C 3.346 0.413 1.855
N 4.602 1.305 -0.053
H 3.833 -2.842 0.271
H 3.159 -2.688 -1.453
H 2.160 -3.416 -0.209
H 3.611 -0.513 -1.570
H 2.249 0.384 -0.726
H 4.805 -0.647 0.655
H 2.595 -0.312 2.243
H 2.895 1.403 1.921
H 4.222 0.524 2.543
H 3.914 2.037 0.205
H 5.458 1.604 0.370
C -1.643 4.970 6.707
O -1.378 4.788 5.343
C -2.172 3.834 4.678
C -1.980 3.849 3.082
C -2.965 2.947 2.312
N -0.580 3.426 2.855
H -1.444 4.081 7.336
H -2.650 5.273 6.730
H -0.994 5.716 7.131
H -1.900 2.793 5.011
H -3.168 4.005 4.901
H -2.126 4.883 2.784
H -2.823 1.890 2.621
H -2.934 3.018 1.222
H -3.980 3.181 2.558
H 0.010 4.221 3.184
H -0.406 3.246 1.856
C 0.161 -0.129 -3.287
O -0.500 1.129 -3.246
C -0.297 1.942 -4.450
C -1.190 1.487 -5.604
C -1.211 2.443 -6.771
N -2.605 1.229 -5.155
H 1.168 0.179 -3.184
H -0.021 -0.659 -4.254
H -0.238 -0.739 -2.525
H -0.636 2.960 -4.161
H 0.765 1.887 -4.707
H -0.823 0.478 -5.922
H -0.166 2.724 -7.041
H -1.842 3.323 -6.594
H -1.502 1.920 -7.677
H -2.968 2.110 -4.902
H -2.531 0.654 -4.360
C -1.316 -3.058 -1.436
O -0.511 -4.175 -1.054
C -1.034 -4.881 0.027
C -0.234 -6.188 0.347
C -0.272 -7.108 -0.832
N -0.865 -6.783 1.589
H -1.617 -2.579 -0.495
H -2.252 -3.431 -1.897
H -0.689 -2.552 -2.168
H -1.246 -4.228 0.883
H -2.098 -5.214 -0.123
H 0.814 -5.917 0.514
H 0.132 -8.093 -0.624
H 0.201 -6.638 -1.689
H -1.330 -7.268 -1.150
H -0.596 -6.279 2.379
H -0.561 -7.741 1.708
O 0.227 0.758 3.363
H -0.023 1.712 3.332
H 0.833 0.630 4.140
O 0.147 2.744 -0.139
H -0.152 2.891 -1.048
H 0.013 1.777 0.016
O -0.023 0.007 0.465
H 0.787 -0.509 0.409
H -0.007 0.235 1.416

# 7
This record from the Open Molecules 2025 dataset describes a molecular structure, C3H36NO16. The level of theory is the ωB97M-V functional and the def2-TZVPD basis.

The LUMO energy comes out at 0.098 Ha. Its total charge is -1. The value obtained for the energy above the lowest of the compared OMol25 structures with the same formula, charge and spin is 0.0 kJ/mol. For the HOMO energy, the calculation gives -6.27 eV.

CARTESIAN COORDINATES (ANGSTROEM)
C -2.730 0.236 1.544
O -2.582 1.423 0.821
C -1.574 -0.740 1.235
C -0.272 -0.027 0.896
O 0.512 -0.783 -0.040
N -1.337 -1.599 2.405
H -3.686 -0.245 1.286
H -2.741 0.483 2.604
H -1.859 -1.308 0.357
H -0.483 0.941 0.463
H 0.349 0.121 1.768
H 0.094 -0.678 -0.895
H -2.155 -2.112 2.662
H -0.610 -2.285 2.192
H 2.021 -0.041 3.941
H 1.762 1.464 3.934
O 1.736 0.657 4.523
H 1.535 -2.903 -0.007
H 1.522 -3.295 -1.526
O 2.070 -3.344 -0.678
H -1.677 2.246 2.045
H -1.180 2.106 3.530
O -1.168 2.721 2.755
H 1.578 1.668 -2.227
H 2.489 0.425 -2.022
O 1.945 0.898 -2.697
H 0.256 -0.040 -2.339
H -1.275 -0.089 -1.849
O -0.449 -0.664 -2.061
H 2.389 -0.235 -0.103
H 3.030 -1.452 -0.767
O 3.158 -0.491 -0.646
H -3.272 0.279 -1.662
H -2.537 1.139 -0.515
O -2.476 0.821 -1.542
H 1.825 2.610 1.856
H 0.572 2.800 2.725
O 1.564 2.759 2.761
H 1.498 3.723 -1.383
H 0.224 3.092 -0.764
O 1.160 2.898 -1.076
H -0.077 0.727 4.759
H -1.260 -0.105 4.174
O -1.062 0.715 4.681
H -0.586 -5.785 -3.589
H -0.434 -4.277 -3.833
O -0.855 -5.088 -4.201
H 1.098 -2.517 -3.696
H -0.038 -2.249 -2.703
O 0.518 -2.982 -3.055
H -1.059 3.903 0.700
H -1.764 2.800 -0.029
O -1.214 3.577 -0.196
H 2.909 -1.242 -4.642
H 1.829 -0.360 -3.976
O 1.945 -1.138 -4.587

# 8
This record from the Open Molecules 2025 dataset describes a molecular structure, C36H53BMgN4P2Se2Te2. The level of theory is the ωB97M-V functional and the def2-TZVPD basis.

The LUMO energy comes out at 0.149 Ha. Its total charge is -2. The value obtained for the energy above the lowest of the compared OMol25 structures with the same formula, charge and spin is 0.0 kJ/mol. For the HOMO energy, the calculation gives -0.60 eV.

CARTESIAN COORDINATES (ANGSTROEM)
Mg -0.030 1.471 -0.326
C 1.631 3.337 -4.221
C 0.625 2.189 -4.101
C -0.713 2.782 -3.636
C 0.437 1.537 -5.475
P 1.071 0.969 -2.741
C 0.125 -0.497 -3.364
N 0.121 -1.562 -2.391
B -0.327 -1.521 -1.002
N 0.078 -2.824 -0.473
C -0.221 -3.383 0.839
P 0.889 -2.761 2.218
C 2.517 -3.692 1.977
C 2.505 -5.209 1.817
C 3.453 -3.320 3.135
C 3.107 -3.055 0.708
C -0.037 -3.505 3.692
C 0.637 -2.998 4.975
C -0.174 -5.026 3.760
C -1.437 -2.868 3.665
C 0.552 -3.605 -1.513
C 0.917 -4.940 -1.565
C 1.376 -5.477 -2.770
C 1.466 -4.692 -3.908
C 1.072 -3.352 -3.877
C 0.599 -2.823 -2.690
C 2.877 0.472 -2.822
C 3.360 0.055 -4.209
C 3.729 1.629 -2.288
C 3.075 -0.705 -1.851
H 1.198 4.104 -4.871
H 1.823 3.791 -3.247
H 2.574 3.016 -4.670
H -1.119 3.438 -4.412
H -1.478 2.031 -3.424
H -0.582 3.389 -2.738
H 0.226 2.324 -6.206
H 1.322 0.997 -5.813
H -0.413 0.851 -5.487
H -0.887 -0.115 -3.528
H 0.476 -0.864 -4.327
H -1.219 -3.037 1.116
H -0.257 -4.472 0.766
H 2.171 -5.719 2.720
H 1.871 -5.525 0.991
H 3.522 -5.555 1.598
H 3.420 -2.248 3.350
H 4.483 -3.576 2.860
H 3.213 -3.873 4.045
H 2.530 -3.304 -0.183
H 3.147 -1.969 0.803
H 4.129 -3.424 0.560
H 1.644 -3.387 5.108
H 0.698 -1.908 4.971
H 0.040 -3.308 5.841
H 0.773 -5.506 4.011
H -0.893 -5.291 4.545
H -0.538 -5.449 2.821
H -1.375 -1.802 3.428
H -2.103 -3.342 2.943
H -1.897 -2.979 4.653
H 0.838 -5.576 -0.696
H 1.664 -6.521 -2.808
H 1.834 -5.117 -4.834
H 1.128 -2.754 -4.778
H 3.346 0.887 -4.915
H 4.392 -0.306 -4.138
H 2.756 -0.760 -4.616
H 3.674 2.529 -2.894
H 3.436 1.910 -1.277
H 4.774 1.300 -2.256
H 2.731 -1.647 -2.272
H 4.145 -0.809 -1.643
H 2.566 -0.551 -0.896
C 3.920 0.609 3.897
C 4.033 0.874 2.533
C 2.935 0.831 1.699
C 1.645 0.506 2.180
C 1.539 0.271 3.575
C 2.649 0.321 4.396
N 0.620 0.403 1.306
N -0.618 0.115 1.889
C -1.533 -0.253 1.034
C -2.898 -0.308 1.537
C -3.959 -0.357 0.706
C -3.789 -0.418 -0.719
C -2.535 -0.512 -1.220
C -1.325 -0.493 -0.418
H 4.786 0.640 4.546
H 5.002 1.122 2.110
H 3.050 1.042 0.640
H 0.559 0.053 3.974
H 2.521 0.127 5.458
H -3.030 -0.220 2.609
H -4.961 -0.329 1.121
H -4.645 -0.381 -1.377
H -2.442 -0.646 -2.295
Se 1.491 3.728 -0.300
Te -0.464 5.310 -0.203
Te -2.327 3.337 0.098
Se -3.818 3.427 -1.866

# 9
This record from the Open Molecules 2025 dataset describes a molecular structure, C24H31Zr. The level of theory is the ωB97M-V functional and the def2-TZVPD basis.

The LUMO energy comes out at 0.101 Ha. Its total charge is -1. For the HOMO energy, the calculation gives -0.51 eV.

CARTESIAN COORDINATES (ANGSTROEM)
C 2.928 2.500 2.163
C 1.640 3.153 1.746
C 1.629 4.626 2.063
C 1.352 2.906 0.287
C 0.380 3.643 -0.481
C 0.139 2.927 -1.715
C 0.874 1.673 -1.658
C 1.624 1.670 -0.411
Zr -0.702 1.682 0.398
C -1.068 -1.750 -0.502
C -2.600 2.495 -0.241
C -1.800 1.947 2.733
C -1.061 0.704 2.774
C 0.335 1.026 2.538
C 0.450 2.452 2.356
C -0.878 3.007 2.406
H 2.970 1.433 1.947
H 3.739 2.994 1.641
H 3.052 2.646 3.229
H 0.711 5.140 1.777
H 1.774 4.747 3.130
H 2.460 5.090 1.545
H -0.022 4.617 -0.218
H -0.482 3.275 -2.540
H 0.950 0.927 -2.450
H 2.342 0.916 -0.104
H -1.890 -1.301 0.042
H -0.932 -1.021 -1.324
H -0.221 -1.485 0.132
H -3.434 1.888 0.151
H -2.686 3.511 0.170
H -2.685 2.545 -1.337
H -2.873 2.072 2.926
H -1.454 -0.284 3.042
H 1.172 0.329 2.601
H -1.118 4.067 2.315
C -2.526 -3.046 -1.855
C -1.325 -3.158 -0.893
C -1.735 -3.920 0.400
C -0.059 -3.759 -1.578
C 1.018 -4.124 -0.773
C 2.235 -4.467 -1.354
C 2.390 -4.425 -2.744
C 1.293 -4.091 -3.542
C 0.075 -3.745 -2.963
H -2.224 -2.362 -2.657
H -2.931 -3.948 -2.309
H -3.307 -2.571 -1.256
H -0.880 -4.005 1.080
H -2.482 -3.255 0.850
H -2.176 -4.914 0.294
H 0.949 -4.092 0.331
H 3.081 -4.719 -0.719
H 3.347 -4.675 -3.199
H 1.396 -4.057 -4.622
H -0.752 -3.436 -3.622